1.
Density functional theory data (ωB97M-V with the def2-TZVPD basis set) for a 2-piece molecular cluster, C5H14 overall.

The value obtained for the electronic energy is -198.47299 Ha. The energy above the lowest of the compared OMol25 structures with the same formula, charge and spin comes out at 36.7 kJ/mol. The multiplicity is 2. The value obtained for the highest occupied orbital energy (alpha / beta) is -15.3 / -15.1 eV. Its total charge is +1.

```
19
C5H14 | the OMol25 dataset | ωB97M-V with the def2-TZVPD basis set
C 0.18 2.05 0.39
C -0.38 1.38 -0.78
C 1.45 -2.24 1.01
C 0.70 -2.22 -0.33
C -2.00 1.38 -0.53
H -2.36 2.35 -0.87
H -2.38 0.54 -1.10
H 1.30 2.07 0.41
H 2.53 -2.13 0.84
H 1.31 -1.86 -1.14
H -2.29 1.22 0.52
H 1.10 -1.43 1.65
H -0.05 3.12 0.53
H -0.18 0.28 -0.80
H -0.13 1.84 -1.73
H -0.20 -1.60 -0.18
H -0.13 1.59 1.33
H 0.27 -3.16 -0.70
H 1.27 -3.19 1.48
```

Results of the natural (NBO) charge analysis, in e, for atoms 1 through 5:
1. C -0.638
2. C -0.279
3. C -0.613
4. C -0.602
5. C -0.438

---

2.
Density functional theory data (ωB97M-V with the def2-TZVPD basis set) for a 2-piece molecular cluster, C5H14 overall.

The value obtained for the electronic energy is -198.41882 Ha. The energy above the lowest of the compared OMol25 structures with the same formula, charge and spin comes out at 178.9 kJ/mol. The multiplicity is 2. The value obtained for the highest occupied orbital energy (alpha / beta) is -14.2 / -13.9 eV. Its total charge is +1.

```
19
C5H14 | the OMol25 dataset | ωB97M-V with the def2-TZVPD basis set
C -1.67 1.69 2.14
C -0.89 2.40 1.10
C 1.08 -1.90 -1.29
C 1.65 -0.49 -1.58
C -0.18 -1.96 -0.44
H 2.18 -0.60 -2.54
H 2.07 -2.49 -1.12
H 0.18 2.15 0.92
H -1.87 0.68 1.84
H -1.11 2.46 0.13
H -0.64 -2.96 -0.49
H 2.46 -0.18 -0.83
H 0.91 -2.35 -2.25
H -0.73 -1.12 -0.89
H -0.79 3.53 1.26
H -1.19 1.37 3.12
H 0.98 0.42 -1.65
H -2.56 2.34 2.42
H 0.10 -1.75 0.51
```

Results of the natural (NBO) charge analysis, in e, for atoms 1 through 5:
1. C -0.625
2. C -0.627
3. C -0.327
4. C -0.614
5. C -0.594

---

3.
Density functional theory data (ωB97M-V with the def2-TZVPD basis set) for a 2-piece molecular cluster, C5H14 overall.

The value obtained for the electronic energy is -198.43727 Ha. The energy above the lowest of the compared OMol25 structures with the same formula, charge and spin comes out at 130.5 kJ/mol. The multiplicity is 2. The value obtained for the highest occupied orbital energy (alpha / beta) is -16.5 / -14.8 eV. Its total charge is +1.

```
19
C5H14 | the OMol25 dataset | ωB97M-V with the def2-TZVPD basis set
C 2.10 2.03 -1.84
C 0.71 1.57 -2.29
C -0.36 -0.88 0.52
C -1.18 -1.93 1.28
C -1.72 -1.24 2.52
H -1.95 -2.39 0.63
H -0.54 -2.77 1.59
H -1.97 -1.94 3.35
H 2.99 1.82 -2.46
H 0.18 -1.31 -0.38
H -2.48 -0.59 2.32
H 0.02 2.45 -2.65
H 2.34 3.08 -1.52
H 0.42 -0.54 1.18
H 2.43 1.47 -0.90
H 0.81 0.83 -3.05
H -0.97 -0.58 2.90
H -1.08 -0.17 0.21
H 0.24 1.11 -1.42
```

Results of the natural (NBO) charge analysis, in e, for atoms 1 through 5:
1. C -0.604
2. C -0.587
3. C -0.541
4. C -0.340
5. C -0.566

---

4.
Density functional theory data (ωB97M-V with the def2-TZVPD basis set) for C5H14AlBGdNO4 as an isolated structure.

The value obtained for the electronic energy is -1586.72170 Ha. The multiplicity is 8. The value obtained for the highest occupied orbital energy (alpha / beta) is -12.8 / -16.2 eV. Its total charge is +2.

```
27
C5H14AlBGdNO4 | the OMol25 dataset | ωB97M-V with the def2-TZVPD basis set
Gd 3.28 -2.59 2.17
Al -1.61 -0.24 0.15
O -4.02 -1.68 -1.17
O 3.59 -0.13 -1.93
O 1.67 0.31 -0.92
O -4.10 0.65 -1.33
N -2.01 -0.22 1.95
C 2.85 -0.33 -1.04
C 1.48 0.98 0.36
C -0.81 1.51 -0.58
C 0.39 1.99 0.18
C 3.31 -1.37 0.01
B -3.51 -0.48 -0.95
H 0.82 2.80 -0.41
H -3.46 -2.26 -1.70
H -2.95 -0.57 2.12
H -1.60 2.25 -0.50
H 2.95 -1.12 1.04
H 3.01 -2.40 -0.28
H -4.71 0.97 -0.64
H 0.09 2.45 1.10
H 4.41 -1.28 0.05
H -1.42 -0.82 2.51
H 2.41 1.44 0.63
H -0.62 -1.43 -0.29
H 1.21 0.21 1.08
H -0.64 1.36 -1.64
```

Results of the Mulliken charge analysis, in e, for atoms 1 through 5:
1. Gd 1.569
2. Al 0.404
3. O -0.293
4. O -0.447
5. O -0.268

---

5.
Density functional theory data (ωB97M-V with the def2-TZVPD basis set) for C5H14AsO2 as an isolated structure.

The value obtained for the electronic energy is -2584.98634 Ha. The multiplicity is 1. The value obtained for the highest occupied orbital energy is -3.0 eV. Its total charge is -1.

```
22
C5H14AsO2 | the OMol25 dataset | ωB97M-V with the def2-TZVPD basis set
As -2.45 -1.17 -0.31
O 2.07 1.50 0.45
O 2.19 0.86 -1.66
C -0.24 0.51 0.79
C -1.09 0.34 -0.46
C 2.83 -0.72 -0.08
C 2.31 0.61 -0.54
C 0.67 1.75 0.73
H -2.52 -1.29 -1.91
H -3.68 -0.13 -0.38
H -1.66 1.26 -0.57
H 0.31 -0.39 1.04
H 3.74 -0.94 -0.62
H -0.50 0.21 -1.36
H -0.93 0.69 1.60
H 3.09 -0.66 0.97
H -3.51 -2.36 -0.20
H 0.66 2.23 1.70
H -2.41 -1.06 1.28
H 2.08 -1.48 -0.20
H -1.23 -2.22 -0.32
H 0.25 2.46 0.04
```

Results of the natural (NBO) charge analysis, in e, for atoms 1 through 5:
1. As 0.572
2. O -0.564
3. O -0.552
4. C -0.461
5. C -0.729

---

6.
Density functional theory data (ωB97M-V with the def2-TZVPD basis set) for a single C5H14BN molecule.

The value obtained for the electronic energy is -278.32426 Ha. The energy above the lowest of the compared OMol25 structures with the same formula, charge and spin comes out at 58.2 kJ/mol. The multiplicity is 3. The value obtained for the highest occupied orbital energy (alpha / beta) is -3.9 / -10.0 eV.

```
21
C5H14BN | the OMol25 dataset | ωB97M-V with the def2-TZVPD basis set
N -0.07 0.60 0.51
C -1.20 -0.19 0.13
C -1.56 -0.26 -1.42
C 2.55 1.28 0.36
C -2.45 0.22 0.84
C 1.76 -1.49 -0.15
B 1.49 0.12 0.11
H -0.66 -0.62 -1.99
H -0.02 1.69 0.54
H -2.40 -1.01 -1.49
H -2.29 0.50 1.99
H -3.18 -0.65 0.72
H 1.30 -1.87 -1.08
H 3.33 1.36 -0.33
H 2.98 1.21 1.34
H 1.49 -2.13 0.72
H 2.75 -1.66 -0.27
H 2.10 2.27 0.19
H -1.85 0.73 -1.78
H -3.04 1.07 0.47
H -1.02 -1.18 0.60
```

Results of the natural (NBO) charge analysis, in e, for atoms 1 through 5:
1. N -0.258
2. C -0.133
3. C -0.597
4. C -0.959
5. C -0.619

---

7.
Density functional theory data (ωB97M-V with the def2-TZVPD basis set) for a single C5H14BN3O3 molecule.

Its SMILES is CCB(C)O/[N+]([O-])=N/CCON. The value obtained for the electronic energy is -613.53598 Ha. The energy above the lowest of the compared OMol25 structures with the same formula, charge and spin comes out at 31.8 kJ/mol. The multiplicity is 1. The value obtained for the highest occupied orbital energy is -10.0 eV.

```
26
C5H14BN3O3 | the OMol25 dataset | ωB97M-V with the def2-TZVPD basis set
O -3.61 -0.53 -0.85
O -0.48 2.60 1.21
O 1.33 1.66 0.40
N -0.42 0.42 0.59
N -0.02 1.57 0.79
N -4.74 -0.83 0.06
C 3.46 1.25 -0.78
C 1.67 -0.87 0.07
C 2.71 -1.87 -0.25
C -1.87 0.22 0.88
C -2.76 0.52 -0.38
B 2.15 0.66 0.00
H -2.28 0.77 1.82
H 3.34 -1.66 -1.15
H 1.49 -1.25 1.15
H 4.17 0.89 -0.14
H -5.52 -0.75 -0.60
H 3.60 0.80 -1.71
H -3.44 1.29 -0.17
H -4.65 -1.74 0.38
H 3.49 2.31 -0.90
H -2.13 0.87 -1.23
H 3.54 -1.75 0.56
H 2.31 -2.90 -0.23
H -2.04 -0.80 1.10
H 0.70 -0.91 -0.63
```

Results of the natural (NBO) charge analysis, in e, for atoms 1 through 5:
1. O -0.427
2. O -0.406
3. O -0.548
4. N -0.242
5. N 0.576

---

8.
Density functional theory data (ωB97M-V with the def2-TZVPD basis set) for C5H14BrCl4HfN3O23 as an isolated structure.

The value obtained for the electronic energy is -6555.40320 Ha. The energy above the lowest of the compared OMol25 structures with the same formula, charge and spin comes out at 0.0 kJ/mol. The multiplicity is 1. The value obtained for the highest occupied orbital energy is -4.4 eV. Its total charge is -2.

```
51
C5H14BrCl4HfN3O23 | the OMol25 dataset | ωB97M-V with the def2-TZVPD basis set
Hf -1.54 0.39 10.08
Br -0.35 1.00 7.64
Cl -4.52 1.27 7.62
Cl -3.49 2.43 13.03
Cl -2.12 -3.15 8.80
Cl 1.47 2.40 11.61
O -3.41 -2.99 8.23
O 0.40 1.56 11.06
O -2.53 3.50 13.04
O -2.85 4.65 9.89
O -1.25 -3.99 8.03
O 0.90 -0.98 10.18
O -4.82 2.96 12.83
O -5.89 1.20 8.04
O -1.47 -1.82 8.86
O -3.10 1.58 11.91
O -4.29 0.33 6.57
O -1.67 2.86 9.90
O 0.88 3.51 12.30
O -3.66 0.98 8.78
O -3.66 -0.94 10.78
O 2.29 2.84 10.52
O -5.43 -1.72 9.85
O -1.18 -0.68 11.95
O -3.54 1.66 14.24
O -4.13 2.59 7.21
O 2.16 -2.10 11.53
O -2.24 -3.63 10.16
O 2.22 1.59 12.52
N -4.78 -1.39 10.81
N -1.88 4.01 9.60
N 1.94 -1.21 10.73
C -5.32 -1.80 12.12
C -0.78 4.72 8.89
C -1.31 -2.80 13.13
C 3.13 -0.47 10.26
C -0.95 -1.33 13.15
H 3.65 0.01 11.09
H 2.81 0.35 9.63
H -5.24 -0.91 12.75
H -2.40 -2.93 13.11
H -0.97 -3.28 14.05
H -6.33 -2.14 11.97
H 0.12 -1.23 13.39
H -1.45 -0.76 13.94
H -4.61 -2.49 12.58
H -0.94 5.79 8.90
H 0.14 4.61 9.47
H -0.83 -3.35 12.33
H 3.74 -1.11 9.62
H -0.74 4.33 7.88
```

Results of the natural (NBO) charge analysis, in e, for atoms 1 through 5:
1. Hf 2.298
2. Br -0.527
3. Cl 2.575
4. Cl 2.564
5. Cl 2.572

---

9.
Density functional theory data (ωB97M-V with the def2-TZVPD basis set) for a 2-piece molecular cluster, C5H14BrNO overall.

The value obtained for the electronic energy is -2902.85183 Ha. The energy above the lowest of the compared OMol25 structures with the same formula, charge and spin comes out at 77.1 kJ/mol. The multiplicity is 1. The value obtained for the highest occupied orbital energy is -6.9 eV.

```
22
C5H14BrNO | the OMol25 dataset | ωB97M-V with the def2-TZVPD basis set
Br 0.57 -1.90 -4.00
O 0.78 2.13 1.38
N -0.29 -0.27 -0.20
C 1.12 -0.64 -0.56
C -0.68 1.00 -0.90
C 0.66 0.83 1.94
C -1.25 -1.31 -0.71
C -0.46 0.03 1.29
H -0.83 0.69 -1.94
H -0.39 -0.96 1.75
H 1.33 -1.63 -0.15
H -1.02 -1.36 -1.76
H -0.01 1.85 -0.83
H -1.65 1.40 -0.62
H 1.66 0.38 1.91
H -0.92 -2.23 -0.22
H 1.85 0.06 -0.17
H 0.36 0.73 2.99
H -2.28 -1.07 -0.47
H -1.41 0.51 1.49
H 1.17 -0.62 -1.66
H 1.70 2.39 1.46
```

Results of the natural (NBO) charge analysis, in e, for atoms 1 through 5:
1. Br -0.947
2. O -0.720
3. N -0.204
4. C -0.440
5. C -0.439

---

10.
Density functional theory data (ωB97M-V with the def2-TZVPD basis set) for C5H14ClCoO3 as an isolated structure.

The value obtained for the electronic energy is -2267.02182 Ha. The energy above the lowest of the compared OMol25 structures with the same formula, charge and spin comes out at 371.3 kJ/mol. The multiplicity is 4. The value obtained for the highest occupied orbital energy (alpha / beta) is -13.7 / -13.1 eV. Its total charge is +1.

```
24
C5H14ClCoO3 | the OMol25 dataset | ωB97M-V with the def2-TZVPD basis set
Co 2.80 1.91 -2.47
Cl 1.38 0.75 -1.87
O 0.58 1.11 0.49
O -0.46 -0.84 -1.93
O -2.67 1.33 -1.55
C -1.06 -0.37 -0.75
C 1.23 -1.12 0.42
C -2.51 0.04 -0.97
C 1.34 0.15 1.19
C 0.87 0.14 2.66
H 0.84 1.01 -0.43
H 1.14 1.11 3.08
H 1.87 -1.91 0.82
H -0.21 0.05 2.79
H 0.20 -1.48 0.44
H 0.40 -0.43 -2.02
H 2.38 0.48 1.27
H -1.00 -1.17 -0.01
H -2.99 -0.71 -1.59
H -0.58 0.50 -0.30
H -3.49 1.19 -2.02
H 1.62 -1.02 -0.59
H 1.27 -0.65 3.30
H -2.95 -0.09 0.02
```

Results of the natural (NBO) charge analysis, in e, for atoms 1 through 5:
1. Co 0.837
2. Cl -0.486
3. O -0.420
4. O -0.631
5. O -0.692

---

11.
Density functional theory data (ωB97M-V with the def2-TZVPD basis set) for a 2-piece molecular cluster, C5H14ClN6 overall.

The value obtained for the electronic energy is -987.26844 Ha. The energy above the lowest of the compared OMol25 structures with the same formula, charge and spin comes out at 0.0 kJ/mol. The multiplicity is 1. The value obtained for the highest occupied orbital energy (alpha / beta) is -11.8 / -11.8 eV. Its total charge is +1.

```
26
C5H14ClN6 | the OMol25 dataset | ωB97M-V with the def2-TZVPD basis set
Cl -2.47 -0.33 -0.74
N -0.28 -2.43 3.18
N 0.80 -1.07 -1.71
N -1.23 0.68 -0.16
N 1.27 1.26 -1.96
N -0.46 -0.65 1.94
N -2.19 -2.18 1.82
C 0.62 0.15 -1.60
C 2.25 1.11 -3.07
C -1.17 0.80 1.17
C -1.04 -1.79 2.30
C 0.91 2.53 -1.42
H -0.51 1.56 1.51
H 0.65 3.26 -2.30
H 3.21 0.96 -2.54
H -2.60 -1.57 1.02
H 0.20 -1.74 -1.23
H 0.25 -0.33 2.60
H -2.34 -3.17 1.83
H 2.24 1.92 -3.77
H 0.67 -2.16 3.46
H 1.91 0.24 -3.67
H 1.73 3.02 -0.91
H 0.03 2.47 -0.80
H -2.11 0.88 1.66
H -0.34 -3.43 3.40
```

Results of the natural (NBO) charge analysis, in e, for atoms 1 through 5:
1. Cl 0.103
2. N -0.785
3. N -0.641
4. N -0.628
5. N -0.461

---

12.
Density functional theory data (ωB97M-V with the def2-TZVPD basis set) for C5H14F36NOP6Y as an isolated structure.

The value obtained for the electronic energy is -6012.05602 Ha. The multiplicity is 1. The value obtained for the highest occupied orbital energy is -6.6 eV. Its total charge is -2.

```
64
C5H14F36NOP6Y | the OMol25 dataset | ωB97M-V with the def2-TZVPD basis set
Y 1.29 -0.75 1.63
P 4.79 -2.24 0.98
P 2.38 0.96 4.42
P -2.21 1.04 2.17
P 0.00 -2.20 -1.13
P 2.49 1.90 -0.12
P 0.28 -3.25 3.33
F 3.61 1.48 -1.31
F 3.23 -1.94 1.28
F 3.52 3.08 0.49
F 4.51 -1.59 -0.56
F 0.15 -0.87 -2.07
F 5.18 -0.93 1.76
F 1.36 2.06 0.99
F -0.61 -3.11 4.73
F -0.78 -4.44 2.76
F -2.05 0.00 3.41
F 3.10 0.83 0.91
F 1.50 0.68 -0.47
F -0.59 -2.02 2.67
F 4.88 -2.97 2.37
F 1.33 -2.05 3.69
F 1.57 2.84 -1.00
F -2.24 2.18 0.98
F 1.21 -3.12 1.99
F 2.88 -0.12 3.30
F 6.34 -2.56 0.61
F -1.44 -2.24 -1.79
F -0.37 -1.27 0.13
F -3.69 1.37 2.62
F 2.77 2.19 3.46
F -0.62 0.66 1.77
F 1.09 0.81 3.37
F 1.92 -0.27 5.36
F 3.92 0.89 4.86
F 1.87 1.99 5.63
F 4.54 -3.68 0.31
F 1.48 -2.11 -0.49
F -1.69 2.13 3.27
F -2.82 -0.01 1.18
F -0.29 -3.53 -0.20
F 1.37 -4.32 3.98
F 0.49 -3.16 -2.38
O -4.20 -0.64 -3.07
N -2.18 1.63 -3.43
C -2.75 2.68 -4.43
C -4.42 0.65 -2.50
C -1.91 0.30 -4.26
C -0.86 2.21 -2.89
C -3.07 1.31 -2.18
H -1.97 2.93 -5.16
H -5.09 1.13 -3.22
H -1.28 0.77 -5.03
H -2.54 0.62 -1.53
H -3.05 3.53 -3.82
H -3.64 2.25 -4.88
H -0.32 1.42 -2.38
H -0.28 2.68 -3.69
H -0.95 2.95 -2.09
H -4.98 -1.10 -2.75
H -3.10 2.27 -1.65
H -2.80 -0.06 -4.77
H -4.85 0.59 -1.50
H -1.40 -0.43 -3.64
```

Results of the natural (NBO) charge analysis, in e, for atoms 1 through 5:
1. Y 2.164
2. P 2.622
3. P 2.619
4. P 2.620
5. P 2.618